(1)
ORCA calculation (ωB97M-V with the def2-TZVPD basis set) on a 2-piece molecular cluster, C5H8O2 overall.

Computed properties:
Gap between HOMO and LUMO (eV): 9.170
ΔE to the lowest compared entry with this formula, charge and spin (kJ/mol): 265.65
Net charge: 0
SMILES: CC(O)=C=O.C=C
Spin multiplicity: 1
LUMO energy (eV): 0.7

Each line ends with the natural charge from an NBO analysis.
Positions of all 15 atoms, in Å:
1 O 0.76 -1.80 -0.96  -0.460
2 H 2.83 -0.87 0.62  0.200
3 C -2.43 -0.49 -1.06  -0.625
4 C 1.79 0.72 1.54  -0.373
5 O -0.98 0.86 0.44  -0.675
6 H 1.42 0.15 2.38  0.197
7 H -2.72 0.28 -1.78  0.208
8 H 2.91 0.75 -0.25  0.192
9 C -1.09 -0.21 -0.44  -0.033
10 H 1.50 1.77 1.51  0.190
11 H -0.84 1.66 -0.08  0.475
12 H -2.43 -1.46 -1.58  0.225
13 C -0.07 -1.02 -0.68  0.666
14 H -3.19 -0.53 -0.27  0.222
15 C 2.55 0.18 0.60  -0.407

(2)
ORCA calculation (ωB97M-V with the def2-TZVPD basis set) on one molecule with the formula C21H32N4O2.

Computed properties:
Gap between HOMO and LUMO (eV): 8.534
ΔE to the lowest compared entry with this formula, charge and spin (kJ/mol): 119.60
Net charge: 0
SMILES: CCN(CC)C[C@H](O)c1cccn1-c1ccc(CNC(=O)NC(C)C)cc1
Spin multiplicity: 1
LUMO energy (eV): 0.5

Each line ends with the natural charge from an NBO analysis.
Positions of all 59 atoms, in Å:
1 H 1.23 -2.22 -3.63  0.255
2 C 0.35 1.75 -1.12  0.108
3 C 0.48 4.16 -1.32  -0.060
4 H -1.34 5.41 1.08  0.218
5 C -2.04 -5.56 -2.35  -0.055
6 H 1.78 1.26 4.97  0.203
7 H 1.10 4.08 -2.19  0.215
8 C -3.33 -5.49 -1.54  -0.606
9 C 0.76 1.65 5.03  -0.632
10 H 0.16 6.29 -0.97  0.222
11 H -0.56 -7.01 -2.96  0.218
12 C -0.34 1.63 2.06  -0.227
13 C -0.25 -0.47 -1.79  -0.226
14 H -0.46 3.19 4.14  0.188
15 H -2.20 -7.66 -2.86  0.212
16 H -3.16 -5.83 -0.52  0.195
17 C 2.75 3.50 1.78  -0.613
18 H 2.68 1.71 2.98  0.168
19 H 0.06 0.94 1.31  0.209
20 C -0.29 -3.85 -2.59  0.786
21 N 0.02 3.04 -0.69  -0.362
22 H 0.60 2.02 6.04  0.212
23 C 1.69 1.45 -1.39  -0.174
24 H 1.26 3.59 4.24  0.195
25 H -1.82 3.20 2.15  0.175
26 H -0.85 1.02 2.82  0.171
27 N -1.07 -4.64 -1.79  -0.639
28 H 2.54 -2.31 -2.42  0.196
29 H 2.44 2.21 -1.22  0.216
30 H -1.28 -7.34 -1.38  0.195
31 H 3.74 3.30 1.38  0.200
32 N 0.73 -3.22 -1.92  -0.632
33 H -3.70 -4.47 -1.52  0.217
34 H 0.72 -3.22 -0.92  0.383
35 H -4.09 -6.13 -2.00  0.212
36 H -1.65 1.01 -1.14  0.244
37 N 0.72 2.43 2.63  -0.476
38 H -0.75 -4.84 -0.85  0.379
39 C -0.78 3.43 0.36  0.125
40 O -0.48 -3.71 -3.78  -0.667
41 H -2.86 1.24 1.51  0.469
42 C -1.48 -6.99 -2.39  -0.613
43 C -0.81 4.81 0.37  -0.266
44 O -2.44 1.76 0.81  -0.724
45 H -1.01 -1.22 -1.97  0.221
46 H -2.21 -5.21 -3.37  0.234
47 C -0.02 5.27 -0.70  -0.300
48 C 1.46 -2.15 -2.56  -0.248
49 H 2.07 1.52 1.34  0.198
50 C 1.08 -0.78 -2.05  -0.036
51 H 2.15 4.00 1.02  0.220
52 C 0.55 2.78 4.02  -0.199
53 C -1.39 2.53 1.38  0.070
54 H 3.08 -0.03 -2.03  0.211
55 H 0.07 0.83 4.85  0.198
56 C 2.04 0.20 -1.84  -0.219
57 H 2.85 4.17 2.63  0.200
58 C -0.62 0.78 -1.34  -0.157
59 C 2.08 2.19 2.20  -0.204

- Among the records above, which one has the highest gap between HOMO and LUMO?
  C5H8O2